ORCA calculation (ωB97M-V with the def2-TZVPD basis set) on a cluster of 2 separate species, CH3N3S in total.

Output
* frontier orbital gap (spin up / spin down): 7.6 / 7.6 eV
* ΔE to the lowest compared entry with this formula, charge and spin: 0.7601 eV
* strongest force on any atom: 1.108 eV/Å
* HOMO energy (spin up / spin down): -8.89 / -8.89 eV

```
! wB97M-V def2-TZVPD RIJCOSX def2/J DEFGRID3
* xyz 0 1
S 0.15212 -1.20463 1.66176
N -0.67522 -0.86220 -0.65917
N -0.21643 0.27255 -1.06882
N 0.41037 1.54530 1.43651
C 0.32703 0.41106 1.64907
H -0.12805 -1.65670 -0.99402
H -0.61374 1.10138 -0.63213
H 0.74391 0.39324 -1.39320
*
```

Atom charges from the Löwdin analysis, given in e for atoms 1 to 5: number 1, S, carries 0.644; number 2, N, carries -0.036; number 3, N, carries -0.003; number 4, N, carries 0.043; number 5, C, carries -0.942

=====

ORCA calculation (ωB97M-V with the def2-TZVPD basis set) on an isolated molecule of C23H22N2O4.

Output
* frontier orbital gap: 8.9 eV
* ΔE to the lowest compared entry with this formula, charge and spin: 1.5757 eV
* SMILES: COC(=O)N(NC(=O)C(O)(c1ccccc1)c1ccccc1)c1ccc(C)cc1
* strongest force on any atom: 0.789 eV/Å
* HOMO energy: -8.31 eV

```
! wB97M-V def2-TZVPD RIJCOSX def2/J DEFGRID3
* xyz 0 1
O -0.29809 -3.09085 0.21032
O -2.40232 -3.26361 -0.58906
O 0.43259 -0.50180 -1.25458
O 1.52648 0.19267 2.04885
N -1.65136 -1.32421 0.37860
N -0.50018 -0.67520 0.80143
C -3.78078 1.64845 -0.13646
C 1.49769 1.81816 0.22379
C -0.03331 -4.40591 -0.25179
C 1.78508 2.19291 -1.08375
C -5.18118 -0.27344 0.01426
C 3.07376 -1.58568 -0.09979
C 5.43555 -1.36198 -0.46618
C 1.59153 3.50119 -1.48585
C -5.05647 1.10130 -0.14572
C -6.26698 1.96154 -0.34493
C 1.66304 0.36555 0.64179
C 0.48889 -0.34223 -0.06020
C 2.98556 -0.23178 0.19648
C -2.66221 0.85245 0.02304
C 4.29398 -2.14462 -0.43670
C -4.07393 -1.08255 0.18275
C -1.53279 -2.61820 -0.06877
C -2.80164 -0.52221 0.17818
C 0.80785 4.06848 0.70600
C 5.35548 -0.01669 -0.14991
C 0.99577 2.75857 1.11219
C 1.10802 4.44294 -0.59163
C 4.13686 0.54641 0.18480
H -0.32106 -0.62000 1.79658
H -1.68214 1.30460 0.01573
H 0.74587 2.46308 2.12105
H 0.17001 -4.39105 -1.32459
H -4.19465 -2.14551 0.30098
H -3.65345 2.71426 -0.26017
H -0.88920 -5.05551 -0.05997
H 0.84166 -4.75011 0.29511
H 4.07843 1.59833 0.42840
H 0.42043 4.79435 1.40583
H 1.81611 3.78653 -2.50264
H -7.09833 1.60532 0.25953
H 2.32007 0.54729 2.46659
H 2.14501 1.45198 -1.78036
H -6.16441 -0.72105 0.01358
H 6.24340 0.59804 -0.16317
H 6.38651 -1.79948 -0.73173
H -6.05678 2.99582 -0.08385
H 4.35344 -3.19602 -0.67604
H 0.95882 5.46454 -0.90837
H -6.57631 1.93148 -1.39005
H 2.18563 -2.19781 -0.07154
*
```

Atom charges from the Löwdin analysis, given in e for atoms 1 to 5: number 1, O, carries -0.042; number 2, O, carries 0.120; number 3, O, carries 0.131; number 4, O, carries 0.012; number 5, N, carries 0.047

=====

ORCA calculation (ωB97M-V with the def2-TZVPD basis set) on a cluster of 2 separate species, C4H11NO in total.

Output
* expectation value of S²: 0.751
* frontier orbital gap (spin up / spin down): 2.7 / 9.5 eV
* ΔE to the lowest compared entry with this formula, charge and spin: 0.0848 eV
* strongest force on any atom: 3.587 eV/Å
* HOMO energy (spin up / spin down): 1.08 / -5.76 eV

```
! wB97M-V def2-TZVPD RIJCOSX def2/J DEFGRID3
* xyz -1 2
O -0.15329 -0.00250 0.74618
N -1.48763 1.43778 1.97443
C -0.73290 0.24937 1.81951
C 1.07657 -0.71544 -2.12348
C 0.64997 0.13659 -3.37817
C -0.49859 -0.61045 3.10435
H 1.01822 1.14843 -3.28038
H 0.65018 -0.12231 -1.28096
H 0.20135 -0.19251 3.84463
H 1.09807 -0.36220 -4.26524
H -1.56550 1.76585 2.89916
H -0.07420 -1.60586 2.60960
H -0.53062 0.12214 -3.35850
H -1.15009 2.18336 1.27743
H 0.75766 -1.79470 -2.16638
H 2.17659 -0.65138 -1.99354
H -1.43581 -0.98617 3.57136
*
```

Atom charges from the Löwdin analysis, given in e for atoms 1 to 5: number 1, O, carries -0.071; number 2, N, carries 0.019; number 3, C, carries -0.730; number 4, C, carries -0.203; number 5, C, carries -0.202

=====

ORCA calculation (ωB97M-V with the def2-TZVPD basis set) on a cluster of 3 separate species, C3H2IN in total.

Output
* frontier orbital gap (spin up / spin down): 6.9 / 6.4 eV
* ΔE to the lowest compared entry with this formula, charge and spin: 5.4068 eV
* strongest force on any atom: 3.564 eV/Å
* HOMO energy (spin up / spin down): -10.00 / -10.32 eV

```
! wB97M-V def2-TZVPD RIJCOSX def2/J DEFGRID3
* xyz 0 1
I -1.31019 -3.31574 -0.75855
N 0.63199 2.98794 1.38915
C 0.57615 -0.74004 -0.31913
C 0.56632 2.21814 0.55508
C -0.48089 -0.19894 -0.45194
H 1.42640 -1.08139 0.31859
H -1.40977 0.13004 -0.73320
*
```

Atom charges from the Löwdin analysis, given in e for atoms 1 to 5: number 1, I, carries 0.169; number 2, N, carries 0.006; number 3, C, carries -0.090; number 4, C, carries -0.069; number 5, C, carries -0.113

=====

ORCA calculation (ωB97M-V with the def2-TZVPD basis set) on a cluster of 2 separate species, C5H15NO in total.

Output
* frontier orbital gap: 10.2 eV
* ΔE to the lowest compared entry with this formula, charge and spin: 0.5178 eV
* SMILES: CC[C@H](C)NC.O
* strongest force on any atom: 1.046 eV/Å
* HOMO energy: -9.17 eV

```
! wB97M-V def2-TZVPD RIJCOSX def2/J DEFGRID3
* xyz 0 1
O 1.05884 2.46324 -2.00094
N 0.54429 -0.21107 -1.02149
C -0.06215 -1.74767 0.80858
C -1.04946 0.91968 2.24472
C -0.27320 -0.37877 0.18387
C -0.00622 -0.87855 -2.18615
C 0.05786 0.74039 1.21223
H -1.30976 -0.24526 -0.09142
H 0.19158 1.67081 0.67712
H 1.00999 0.45151 1.67410
H -0.37634 -2.55765 0.16208
H -1.99595 1.05144 1.71578
H 0.91745 1.71451 -1.39165
H -0.02903 -1.97200 -2.11538
H -1.04132 -0.56519 -2.30806
H -0.91693 1.85317 2.77830
H -0.57169 -1.86884 1.76527
H 0.99472 -1.90137 1.01734
H 0.50362 -0.59567 -3.10913
H 1.46363 -0.57510 -0.76593
H 2.00729 2.53201 -2.20044
H -1.11721 0.10037 2.95120
*
```

Atom charges from the Löwdin analysis, given in e for atoms 1 to 5: number 1, O, carries -0.097; number 2, N, carries -0.122; number 3, C, carries -0.059; number 4, C, carries -0.102; number 5, C, carries -0.425

=====

ORCA calculation (ωB97M-V with the def2-TZVPD basis set) on an isolated molecule of BH3OS.

Output
* frontier orbital gap: 8.4 eV
* ΔE to the lowest compared entry with this formula, charge and spin: 4.3313 eV
* SMILES: BSO
* strongest force on any atom: 3.042 eV/Å
* HOMO energy: -10.07 eV

```
! wB97M-V def2-TZVPD RIJCOSX def2/J DEFGRID3
* xyz 0 1
S -0.59030 -0.09111 -0.42302
O 0.59498 -0.18542 -2.06763
B -0.18955 0.35960 1.36990
H -0.85794 -0.15304 2.19017
H 0.68956 1.08595 1.48600
H 0.35325 -1.01598 -2.55543
*
```

Atom charges from the Löwdin analysis, given in e for atoms 1 to 5: number 1, S, carries 0.785; number 2, O, carries -0.430; number 3, B, carries -0.309; number 4, H, carries -0.015; number 5, H, carries -0.048

=====

ORCA calculation (ωB97M-V with the def2-TZVPD basis set) on a cluster of 2 separate species, C25H47ClN2O10 in total.

Output
* frontier orbital gap: 1.7 eV
* strongest force on any atom: 5.368 eV/Å
* HOMO energy: -4.59 eV

```
! wB97M-V def2-TZVPD RIJCOSX def2/J DEFGRID3
* xyz 0 1
Cl 0.50711 -1.06001 -3.28607
O -1.38110 -4.49041 -1.94456
O -0.37155 -5.47830 3.67453
O -2.20781 -1.83218 1.92465
O 1.25315 -0.87203 0.15481
O 4.62079 2.46010 1.25557
O 0.37546 -5.95870 -2.57285
O -0.30074 -2.99298 1.48946
O 1.41035 0.51874 4.28622
O 0.57046 3.45772 -0.83305
O 2.17727 1.87814 -0.35280
N 0.47669 -0.01674 -1.92096
N 3.39640 4.56142 0.22585
C -4.03006 0.45770 -1.28265
C -0.62435 1.47082 1.49517
C -0.96225 -1.49521 -0.41876
C 0.09036 -0.28919 -0.48186
C -3.06360 1.05172 -0.10880
C -3.91399 -4.28915 -1.58480
C 0.26510 -5.58294 -0.14618
C 0.81284 2.05125 -0.80914
C 5.43280 1.72443 -1.05715
C 0.86201 1.23870 -2.23109
C 5.28304 2.90679 0.04542
C -0.25518 -5.35382 -1.66208
C 0.47011 1.57763 3.94319
C -3.89799 -2.94175 -2.46879
C -0.35757 1.19837 -0.06143
C 2.30364 5.19503 -0.55987
C -5.05297 -1.89395 -2.08289
C 1.55415 4.20456 -1.58426
C 2.28018 0.95122 5.36625
C -1.12343 -2.13779 1.05824
C -4.68665 -0.95100 -0.83809
C -1.74304 1.76297 -0.71738
C 0.66306 1.86798 2.36187
C 4.60195 4.24304 -0.59465
C -2.62748 -5.23143 -1.82277
H 0.96106 4.89553 -2.30202
H -1.88279 2.89152 -0.51054
H 5.35100 5.09834 -0.43755
H -4.82906 -4.92137 -1.85970
H 6.53320 1.71376 -1.40246
H -4.88310 1.21906 -1.43042
H -1.97272 -1.27804 -0.91545
H -3.91658 -4.01134 -0.46413
H -1.78841 1.62567 -1.85025
H 3.63101 5.16252 1.02719
H -3.47793 0.38351 -2.28236
H -0.59261 1.18167 4.09514
H 2.65933 1.31298 -1.01132
H 1.49607 5.52154 0.20289
H 2.64876 6.17200 -1.07296
H 2.96799 1.82075 5.09048
H 1.60969 1.16491 6.26979
H 5.21442 0.68394 -0.63887
H 5.11390 1.71675 1.66985
H -1.41413 2.29226 1.69042
H -6.01033 -2.49390 -1.85629
H 1.40766 -0.47862 1.04319
H -1.04951 0.49935 1.96124
H -3.96549 -1.52117 -0.15931
H 2.24809 3.59137 -2.24755
H 0.82834 3.01088 2.26262
H -2.53331 -5.88224 -0.86810
H 1.63996 1.36715 2.05527
H -4.11165 -3.27612 -3.55775
H 0.49858 -6.69638 0.04971
H 0.72800 2.50273 4.55781
H 4.30172 4.10571 -1.68494
H -5.26639 -1.24580 -3.00948
H -0.60645 -5.06767 2.84948
H -0.50106 -2.35575 -1.04149
H -2.76429 -5.97901 -2.68804
H -1.97083 -2.00336 2.86487
H 2.95894 0.06339 5.65978
H 6.36562 3.17443 0.35913
H -2.85190 0.17258 0.58468
H 1.19941 1.63594 -3.25896
H -2.86947 -2.43587 -2.48518
H -3.70189 1.83750 0.43847
H 4.75031 1.91041 -1.96594
H -5.64710 -0.75881 -0.22513
H -0.52402 -5.27229 0.62883
H 1.21089 -4.96111 0.00709
*
```

Atom charges from the Löwdin analysis, given in e for atoms 1 to 5: number 1, Cl, carries 0.820; number 2, O, carries -0.132; number 3, O, carries -0.538; number 4, O, carries 0.030; number 5, O, carries 0.037

=====

ORCA calculation (ωB97M-V with the def2-TZVPD basis set) on an isolated molecule of CH9NO2P2.

Output
* frontier orbital gap: 8.5 eV
* SMILES: N=[PH2][PH3]COO
* strongest force on any atom: 0.686 eV/Å
* HOMO energy: -8.27 eV

```
! wB97M-V def2-TZVPD RIJCOSX def2/J DEFGRID3
* xyz 0 1
P -0.06468 -0.39251 -0.26495
P -1.09190 -1.05004 1.70119
O 1.43710 1.52649 -1.68061
O 0.83570 2.24361 -0.59017
N -0.31246 -0.58163 2.98531
C 0.84480 0.23737 -1.80344
H 0.12242 0.25199 -2.63303
H 0.04718 2.63754 -0.99292
H 0.54072 -0.07468 2.77589
H -2.41320 -0.54746 1.64455
H 1.04589 -0.12910 0.58035
H -1.31711 -2.44917 1.70430
H -1.17305 0.46234 -0.51816
H -0.15060 -1.68526 -0.82623
H 1.64919 -0.44950 -2.08207
*
```

Atom charges from the Löwdin analysis, given in e for atoms 1 to 5: number 1, P, carries 0.638; number 2, P, carries 0.453; number 3, O, carries -0.200; number 4, O, carries -0.085; number 5, N, carries -0.395

=====

strongest force on any atom of number 8 (CH9NO2P2)? 0.686 eV/Å

=====

Which of these has the highest strongest force on any atom? C25H47ClN2O10

=====

Please write out number 6 again, unchanged.
ORCA calculation (ωB97M-V with the def2-TZVPD basis set) on an isolated molecule of BH3OS.

Output
* frontier orbital gap: 8.4 eV
* ΔE to the lowest compared entry with this formula, charge and spin: 4.3313 eV
* SMILES: BSO
* strongest force on any atom: 3.042 eV/Å
* HOMO energy: -10.07 eV

```
! wB97M-V def2-TZVPD RIJCOSX def2/J DEFGRID3
* xyz 0 1
S -0.59030 -0.09111 -0.42302
O 0.59498 -0.18542 -2.06763
B -0.18955 0.35960 1.36990
H -0.85794 -0.15304 2.19017
H 0.68956 1.08595 1.48600
H 0.35325 -1.01598 -2.55543
*
```

Atom charges from the Löwdin analysis, given in e for atoms 1 to 5: number 1, S, carries 0.785; number 2, O, carries -0.430; number 3, B, carries -0.309; number 4, H, carries -0.015; number 5, H, carries -0.048